(1)
This record from the OMol25 dataset describes 4 unconnected molecules or ions with the total composition C31H31F3I2NO2. The level of theory is wB97M-V/def2-TZVPD.

Output
- HOMO-LUMO gap: 6.9 eV
- E_HOMO: -4.99 eV
- Net charge: -1
- DFT total energy: -62591.1047 eV

```
70
Properties=species:S:1:pos:R:3:nbo_charge:R:1
C 0.98 2.32 0.38 -0.639
C 0.48 1.09 1.10 -0.040
C 1.27 -0.06 1.06 -0.213
C 0.90 -1.23 1.70 -0.233
C -0.31 -1.26 2.40 -0.220
C -1.11 -0.12 2.44 -0.226
C -0.73 1.07 1.81 0.081
C -1.59 2.32 1.84 -0.486
C -2.66 2.50 2.93 -0.165
N -3.88 1.70 2.78 -0.681
C -4.41 1.56 1.48 -0.110
I -4.94 3.49 0.68 0.007
C -5.57 0.57 1.42 -0.324
C -6.23 0.41 0.06 -0.640
I -7.05 0.95 2.92 0.060
C -2.01 2.26 4.33 0.782
O -2.48 1.32 4.99 -0.760
O -1.06 3.05 4.59 -0.801
H 1.79 2.79 0.93 0.219
H 1.37 2.03 -0.60 0.204
H 0.20 3.05 0.20 0.223
H 2.21 -0.02 0.51 0.192
H 1.54 -2.10 1.67 0.201
H -0.63 -2.15 2.93 0.205
H -2.00 -0.16 3.04 0.223
H -2.04 2.44 0.84 0.197
H -0.92 3.16 1.97 0.261
H -2.94 3.55 2.90 0.212
H -3.77 0.83 3.28 0.407
H -3.67 1.15 0.77 0.191
H -5.13 -0.39 1.69 0.226
H -6.71 1.33 -0.27 0.227
H -5.48 0.10 -0.67 0.211
H -6.99 -0.37 0.11 0.217
F -1.08 5.23 1.92 -0.324
C -0.34 6.13 2.58 0.401
C 0.19 5.76 3.80 -0.287
C 0.96 6.69 4.49 -0.183
C 1.18 7.96 3.96 -0.249
C 0.62 8.30 2.73 -0.211
C -0.15 7.39 2.03 -0.297
H -0.02 4.78 4.20 0.306
H 1.38 6.43 5.45 0.210
H 1.78 8.68 4.50 0.202
H 0.79 9.29 2.32 0.203
H -0.59 7.63 1.07 0.219
F 0.80 -4.79 0.93 -0.319
C 1.78 -5.08 0.05 0.406
C 3.02 -5.47 0.54 -0.289
C 4.02 -5.78 -0.37 -0.192
C 3.78 -5.69 -1.73 -0.238
C 2.54 -5.29 -2.19 -0.188
C 1.52 -4.99 -1.30 -0.284
H 3.18 -5.52 1.61 0.230
H 4.99 -6.08 0.00 0.212
H 4.57 -5.92 -2.44 0.211
H 2.35 -5.22 -3.26 0.218
H 0.54 -4.68 -1.63 0.232
F 1.97 -6.54 -5.56 -0.327
C 2.48 -5.64 -6.43 0.398
C 1.72 -4.53 -6.76 -0.286
C 2.25 -3.61 -7.65 -0.186
C 3.51 -3.80 -8.20 -0.232
C 4.25 -4.93 -7.85 -0.189
C 3.74 -5.86 -6.95 -0.289
H 0.74 -4.41 -6.33 0.233
H 1.67 -2.74 -7.92 0.219
H 3.92 -3.08 -8.89 0.216
H 5.23 -5.08 -8.27 0.215
H 4.29 -6.73 -6.66 0.229
```


(2)
This record from the OMol25 dataset describes a gas-phase ion, C10H9O4S (charge -1) in a non-equilibrium geometry. The level of theory is wB97M-V/def2-TZVPD.

Output
- HOMO-LUMO gap (spin up / spin down): 7.3 / 7.3 eV
- E_HOMO (spin up / spin down): -3.99 / -4.00 eV
- Net charge: -1
- DFT total energy: -29538.6811 eV

```
24
Properties=species:S:1:pos:R:3:nbo_charge:R:1
C 2.50 1.74 0.22 -0.221
C 2.28 1.44 -1.18 -0.243
C 1.59 1.35 1.14 -0.220
C 1.24 0.69 -1.53 -0.188
C 0.58 0.46 0.81 0.053
C 0.27 0.27 -0.56 -0.141
C -0.27 -1.63 1.63 -0.313
C -0.60 -2.32 0.55 -0.155
C -0.34 -0.14 1.87 -0.502
C -0.83 -0.54 -1.04 0.105
O -2.70 0.76 0.44 -1.017
O -2.94 0.34 -1.96 -1.037
O -3.22 -1.43 -0.29 -0.996
O -0.92 -1.02 -2.31 -0.736
S -2.57 -0.21 -0.61 2.377
H 3.33 2.37 0.44 0.193
H 3.02 1.98 -1.87 0.201
H 1.82 1.67 2.20 0.200
H 1.12 0.20 -2.56 0.230
H 0.31 -2.25 2.32 0.188
H -0.55 -3.36 0.21 0.194
H 0.15 0.08 2.83 0.196
H -1.38 0.39 1.84 0.314
H -1.90 -0.86 -2.59 0.519
```


(3)
This record from the OMol25 dataset describes a molecular structure, NO3Rb in a non-equilibrium geometry. The level of theory is wB97M-V/def2-TZVPD.

Output
- HOMO-LUMO gap: 8.1 eV
- E_HOMO: -8.90 eV
- Net charge: 0
- DFT total energy: -8283.8056 eV

```
5
Properties=species:S:1:pos:R:3:lowdin_charge:R:1
Rb 2.06 -0.09 -0.93 1.172
N -0.47 -0.03 0.28 -0.656
O -1.06 -0.95 -0.28 -0.027
O -0.65 0.26 1.47 0.000
O 0.11 0.81 -0.53 -0.488
```


(4)
This record from the OMol25 dataset describes a molecular structure, C24H43Cl2N4O4PtSeSi in a non-equilibrium geometry. The level of theory is wB97M-V/def2-TZVPD.

Output
- 2S+1: 3
- HOMO-LUMO gap (spin up / spin down): 3.8 / 5.4 eV
- E_HOMO (spin up / spin down): -1.62 / -3.75 eV
- Net charge: -1
- DFT total energy: -141251.0549 eV

```
80
Properties=species:S:1:pos:R:3:lowdin_charge:R:1
C 3.65 3.30 -0.83 -0.009
C 2.45 3.42 0.09 -0.410
H 3.50 3.99 -1.68 0.086
H 3.70 2.27 -1.23 0.079
H 4.59 3.56 -0.31 0.090
C 2.22 4.62 0.79 -0.061
C 2.64 5.97 0.36 -0.107
H 1.72 4.56 1.76 0.110
H 2.40 6.17 -0.69 0.080
H 3.70 6.25 0.52 0.081
H 2.05 6.69 0.94 0.070
Pt -0.98 -1.76 -1.02 0.400
Cl -1.81 -2.39 -3.05 -0.084
C -0.12 -1.70 1.90 -0.284
O -0.38 -1.08 0.82 -0.301
N -0.88 -1.50 2.95 -0.160
C -2.18 -0.84 2.83 -0.028
C -0.52 -1.97 4.28 -0.066
H 0.73 -2.39 1.99 0.131
H -2.25 -0.29 1.90 0.067
H -2.32 -0.16 3.68 0.081
H -2.96 -1.62 2.84 0.048
H 0.43 -2.51 4.19 0.087
H -1.31 -2.64 4.64 0.062
H -0.39 -1.11 4.96 0.072
H -3.22 -5.50 -0.23 0.071
H 0.04 -7.32 -1.07 0.088
C -2.78 -5.72 -1.22 -0.029
C -0.54 -6.72 -1.79 -0.045
N -1.32 -5.67 -1.14 -0.167
H -3.11 -4.98 -1.97 0.073
C -0.74 -4.64 -0.58 -0.343
O -1.44 -3.62 -0.23 -0.292
H 0.15 -6.29 -2.53 0.087
H 0.35 -4.69 -0.39 0.131
H -3.03 -6.71 -1.57 0.071
H -1.24 -7.37 -2.31 0.075
H -0.84 3.15 -2.49 0.080
H -1.04 4.55 0.17 0.077
C -1.87 2.93 -2.19 -0.062
C -2.04 4.15 -0.05 -0.075
N -1.95 2.86 -0.73 -0.196
H -2.18 1.97 -2.61 0.076
C -2.42 1.75 -0.10 -0.355
O -2.79 0.70 -0.64 -0.039
H -2.58 3.99 0.90 0.090
H -2.45 1.88 1.01 0.118
H -2.51 3.75 -2.53 0.078
H -2.58 4.87 -0.68 0.085
O 1.32 2.66 -0.48 -0.067
C 1.89 2.06 0.66 -0.201
C -0.12 2.51 2.14 -0.030
C 1.18 2.01 1.95 -0.171
H -0.65 2.91 1.29 0.058
C -0.72 2.43 3.40 -0.084
H 2.53 1.19 0.43 0.150
C 1.88 1.48 3.05 -0.033
H -1.74 2.81 3.54 0.111
C -0.02 1.87 4.47 -0.103
C 1.28 1.39 4.29 -0.092
H 2.90 1.14 2.87 0.120
H -0.49 1.83 5.45 0.102
H 1.84 0.96 5.13 0.103
Si 1.16 -0.44 -3.43 0.360
Cl 0.05 0.20 -1.54 0.389
C -0.10 -0.22 -4.83 -0.239
C 1.39 -2.28 -3.07 -0.281
C 2.75 0.38 -3.93 -0.217
H -0.88 0.50 -4.58 0.015
H -0.59 -1.17 -5.05 -0.023
H 0.40 0.12 -5.74 0.017
H 2.62 1.43 -4.19 0.027
H 3.09 -0.13 -4.84 0.036
H 3.53 0.26 -3.17 0.021
H 1.34 -2.54 -2.01 -0.003
H 2.35 -2.62 -3.46 0.015
H 0.59 -2.84 -3.57 -0.035
Se -2.97 -4.57 2.87 0.410
C -1.23 -4.68 2.45 -0.996
N -0.08 -4.76 2.18 0.007
```


(5)
This record from the OMol25 dataset describes a molecular structure, C38H34CuOP2S2. The level of theory is wB97M-V/def2-TZVPD.

Output
- HOMO-LUMO gap: 8.5 eV
- E_HOMO: -11.02 eV
- Net charge: +1
- DFT total energy: -126888.6696 eV

```
78
Properties=species:S:1:pos:R:3:lowdin_charge:R:1
Cu 0.63 0.36 -0.67 0.087
O -1.34 0.52 3.23 -0.449
S -0.86 0.09 1.91 0.926
C -0.49 -1.67 2.06 -0.355
C -1.21 -2.39 3.00 -0.071
C -0.95 -3.74 3.18 -0.044
C 0.05 -4.35 2.44 -0.049
C 0.82 -3.61 1.56 -0.065
C 0.57 -2.25 1.37 -0.340
P 1.75 -1.24 0.40 1.010
C 2.83 -2.43 -0.42 -0.365
C 2.33 -3.15 -1.50 -0.104
C 3.12 -4.07 -2.16 -0.065
C 4.43 -4.28 -1.74 -0.066
C 4.94 -3.56 -0.67 -0.062
C 4.15 -2.64 0.00 -0.066
C 2.75 -0.43 1.69 -0.375
C 3.39 0.76 1.37 -0.101
C 4.16 1.42 2.31 -0.066
C 4.29 0.89 3.58 -0.062
C 3.65 -0.29 3.92 -0.057
C 2.88 -0.96 2.97 -0.067
C -2.32 0.06 0.85 -0.353
C -3.43 -0.71 1.20 -0.052
C -4.61 -0.60 0.49 -0.056
C -4.70 0.29 -0.57 -0.052
C -3.60 1.07 -0.92 -0.061
C -2.41 0.97 -0.21 -0.372
P -0.94 1.94 -0.72 1.000
C -0.71 3.17 0.59 -0.387
C -1.73 3.53 1.46 -0.082
C -1.50 4.46 2.46 -0.055
C -0.24 5.03 2.59 -0.060
C 0.79 4.68 1.72 -0.065
C 0.55 3.74 0.73 -0.093
C -1.45 2.83 -2.21 -0.369
C -1.99 4.11 -2.14 -0.070
C -2.39 4.75 -3.30 -0.062
C -2.24 4.12 -4.53 -0.065
C -1.69 2.85 -4.60 -0.066
C -1.29 2.20 -3.44 -0.096
H -1.94 -1.88 3.61 0.113
H -1.51 -4.31 3.91 0.116
H 0.26 -5.41 2.58 0.115
H 1.64 -4.09 1.04 0.108
H 1.30 -2.99 -1.82 0.062
H 2.73 -4.63 -3.00 0.110
H 5.06 -5.00 -2.26 0.111
H 5.96 -3.72 -0.35 0.111
H 4.55 -2.09 0.84 0.106
H 3.28 1.18 0.37 0.094
H 4.66 2.34 2.05 0.110
H 4.89 1.41 4.32 0.111
H 3.75 -0.70 4.91 0.112
H 2.39 -1.88 3.24 0.112
H -3.37 -1.39 2.04 0.105
H -5.47 -1.20 0.77 0.117
H -5.62 0.39 -1.13 0.116
H -3.68 1.76 -1.75 0.109
H -2.71 3.07 1.37 0.115
H -2.29 4.73 3.14 0.114
H -0.06 5.75 3.37 0.111
H 1.77 5.12 1.83 0.109
H 1.36 3.45 0.06 0.100
H -2.10 4.60 -1.18 0.108
H -2.81 5.75 -3.25 0.111
H -2.55 4.63 -5.44 0.111
H -1.57 2.36 -5.56 0.109
H -0.86 1.21 -3.50 0.077
C -2.60 -2.47 -2.32 -0.360
S -1.08 -1.52 -2.19 0.741
C -0.29 -1.93 -3.75 -0.394
H -3.17 -2.16 -3.20 0.048
H -3.19 -2.27 -1.43 0.019
H -2.39 -3.54 -2.38 0.045
H -0.13 -3.00 -3.85 0.042
H 0.67 -1.43 -3.78 0.036
H -0.89 -1.57 -4.59 0.043
```


(6)
This record from the OMol25 dataset describes a single CH5N3 molecule in a non-equilibrium geometry. The level of theory is wB97M-V/def2-TZVPD.

Output
- HOMO-LUMO gap: 9.6 eV
- E_HOMO: -8.77 eV
- SMILES: N=C(N)N
- Net charge: 0
- DFT total energy: -5588.2832 eV

```
9
Properties=species:S:1:pos:R:3:nbo_charge:R:1
N -0.69 -1.47 -0.06 -0.787
C -0.04 -0.36 -0.03 0.574
N -0.70 0.87 -0.10 -0.860
N 1.31 -0.24 -0.04 -0.834
H -1.71 -1.35 0.05 0.338
H -1.65 1.11 0.08 0.399
H -0.14 1.74 0.19 0.362
H 1.71 0.74 -0.12 0.392
H 1.91 -1.05 0.04 0.417
```


(7)
This record from the OMol25 dataset describes a molecular structure, C17H17N3O9S in a non-equilibrium geometry. The level of theory is wB97M-V/def2-TZVPD.

Output
- HOMO-LUMO gap: 6.7 eV
- E_HOMO: -8.40 eV
- Net charge: 0
- DFT total energy: -51614.3773 eV

```
47
Properties=species:S:1:pos:R:3:nbo_charge:R:1
O -3.44 1.11 3.17 -0.572
C -2.25 1.36 2.94 0.687
N -1.57 1.71 1.70 -0.640
C -2.09 1.53 0.56 0.220
C -3.35 1.12 0.44 -0.306
C -3.77 0.65 -0.91 -0.220
C -3.00 0.83 -1.94 -0.253
C -1.51 1.58 -1.75 -0.221
C -1.12 1.81 -0.44 -0.294
H -0.30 2.30 -0.31 0.214
S -0.32 1.72 -3.21 2.334
O -1.00 1.63 -4.32 -0.923
O 0.14 3.25 -2.74 -0.925
N 0.74 0.62 -3.12 -0.739
C 0.41 -0.62 -3.07 -0.193
H -0.74 -0.88 -3.48 0.202
C 0.25 -1.33 -1.66 -0.057
H 0.20 -2.51 -1.76 0.236
O 1.75 -1.12 -1.28 -0.546
C 1.97 0.06 -1.04 -0.073
H 3.08 0.26 -0.52 0.163
C 1.97 0.69 -2.37 -0.254
H 2.10 1.90 -2.31 0.244
H 2.73 0.36 -3.01 0.211
H 1.55 0.76 -0.37 0.177
H -0.38 -0.90 -1.15 0.170
H 0.90 -1.15 -3.68 0.197
H -3.00 0.75 -3.21 0.245
H -4.74 0.15 -1.14 0.230
H -4.07 0.67 1.11 0.270
H -0.50 1.86 1.85 0.420
C -1.07 1.12 4.22 -0.130
H -1.61 0.38 4.86 0.194
H -0.88 2.03 4.71 0.206
O 0.01 0.43 3.71 -0.631
C -0.08 -0.80 2.79 0.706
O -1.14 -1.08 2.81 -0.495
C 0.94 -1.45 2.34 0.044
C 2.43 -0.91 2.58 -0.125
C 3.25 -1.88 1.75 -0.263
C 2.08 -2.55 1.08 0.466
O 0.97 -2.52 1.51 -0.286
N 2.48 -3.54 0.20 0.534
O 3.55 -3.68 -0.08 -0.348
O 1.65 -4.06 -0.31 -0.362
H 4.14 -1.59 1.58 0.223
H 2.62 -0.05 3.27 0.265
```


(8)
This record from the OMol25 dataset describes 2 unconnected molecules or ions with the total composition C4H3O2 in a non-equilibrium geometry. The level of theory is wB97M-V/def2-TZVPD.

Output
- HOMO-LUMO gap: 8.9 eV
- E_HOMO: -15.17 eV
- Net charge: +1
- DFT total energy: -8279.2033 eV

```
9
Properties=species:S:1:pos:R:3:nbo_charge:R:1
C -1.29 -1.54 -0.91 0.283
C -1.11 -2.25 -1.89 -0.404
C -0.32 1.10 -0.21 0.330
C -1.06 -3.08 -2.96 0.875
O -1.25 -3.70 -3.90 -0.244
O -0.06 0.00 -0.67 -0.477
H -1.79 -1.15 0.02 0.281
H 0.62 1.61 0.03 0.180
H -1.27 1.63 -0.11 0.176
```